{"formula": "C26H29F5N3O", "method": "ωB97M-V/def2-TZVPD", "lumo_energy_ev": -4.541, "molar_mass_g_mol": 494.5, "charge": 1, "homo_ev": -11.72, "total_energy_ev": -47530.3885, "homo_lumo_gap_ev": 7.18, "elements": ["C", "N", "C", "O", "C", "C", "C", "C", "F", "C", "F", "C", "F", "C", "F", "C", "F", "N", "C", "C", "C", "C", "C", "C", "C", "C", "C", "C", "C", "C", "H", "H", "H", "H", "H", "H", "H", "H", "H", "H", "H", "H", "H", "H", "H", "H", "H", "H", "H", "H", "C", "C", "C", "N", "C", "H", "H", "H", "H", "H", "H", "H", "H", "H"], "coordinates": [[0.270, -4.070, 3.293], [0.078, -2.658, 3.039], [1.094, -1.754, 3.186], [2.225, -2.009, 3.590], [0.530, -0.377, 2.802], [1.203, 0.219, 1.572], [2.682, 0.355, 1.760], [3.572, -0.531, 1.153], [3.083, -1.496, 0.331], [4.938, -0.497, 1.406], [5.762, -1.407, 0.852], [5.450, 0.485, 2.258], [6.769, 0.529, 2.522], [4.591, 1.424, 2.833], [5.087, 2.392, 3.630], [3.223, 1.340, 2.586], [2.390, 2.225, 3.203], [-0.892, -0.662, 2.615], [-1.757, 0.326, 2.310], [-3.126, 0.168, 2.145], [-4.005, 1.258, 2.036], [-5.438, 1.073, 1.944], [-6.309, 2.159, 2.207], [-7.691, 2.016, 2.103], [-8.251, 0.745, 1.894], [-7.408, -0.354, 1.666], [-6.022, -0.183, 1.615], [-1.233, -2.097, 2.734], [-1.759, -2.675, 1.413], [-2.212, -2.376, 3.886], [1.332, -4.260, 3.454], [-0.296, -4.384, 4.178], [-0.082, -4.653, 2.436], [0.682, 0.311, 3.652], [1.013, -0.428, 0.707], [0.756, 1.204, 1.387], [-1.309, 1.321, 2.213], [-3.535, -0.847, 2.146], [-3.640, 2.223, 2.402], [-5.871, 3.122, 2.482], [-8.331, 2.894, 2.205], [-9.337, 0.617, 1.899], [-7.841, -1.348, 1.518], [-5.384, -1.020, 1.317], [-0.974, -2.615, 0.647], [-2.036, -3.724, 1.569], [-2.636, -2.130, 1.058], [-1.686, -2.270, 4.844], [-3.057, -1.685, 3.873], [-2.590, -3.401, 3.792], [-2.476, 5.046, 0.347], [-3.993, 5.331, 0.403], [-4.660, 4.018, -0.015], [-3.695, 2.960, 0.338], [-2.343, 3.527, 0.163], [-2.014, 5.575, -0.494], [-1.981, 5.368, 1.267], [-4.280, 5.572, 1.431], [-4.284, 6.166, -0.240], [-5.608, 3.842, 0.491], [-4.859, 4.043, -1.103], [-3.825, 2.141, -0.246], [-1.934, 3.309, -0.842], [-1.664, 3.079, 0.893]]}



{"formula": "C21H26N2O3", "method": "ωB97M-V/def2-TZVPD", "lumo_energy_ev": 0.743, "molar_mass_g_mol": 354.4, "relative_energy_kcal_mol": 21.6, "homo_ev": -7.87, "total_energy_ev": -31323.1449, "homo_lumo_gap_ev": 8.61, "smiles": "CCCOc1ccc(NC(=O)CCC(=O)N[C@@H](C)c2ccccc2)cc1", "elements": ["C", "C", "C", "O", "C", "C", "C", "C", "N", "C", "O", "C", "C", "C", "O", "N", "C", "C", "C", "C", "C", "C", "C", "C", "C", "C", "H", "H", "H", "H", "H", "H", "H", "H", "H", "H", "H", "H", "H", "H", "H", "H", "H", "H", "H", "H", "H", "H", "H", "H", "H", "H"], "coordinates": [[-4.641, 4.075, -2.097], [-4.148, 2.794, -1.437], [-4.695, 2.658, -0.014], [-4.293, 1.460, 0.615], [-3.027, 1.345, 1.108], [-2.701, 0.091, 1.631], [-1.458, -0.143, 2.172], [-0.498, 0.869, 2.208], [0.753, 0.563, 2.757], [1.907, 1.274, 2.681], [2.012, 2.386, 2.205], [3.106, 0.499, 3.214], [3.696, -0.339, 2.067], [2.610, -1.236, 1.491], [2.019, -2.055, 2.173], [2.317, -1.012, 0.199], [1.272, -1.727, -0.515], [0.278, -0.739, -1.124], [1.872, -2.628, -1.571], [2.692, -2.109, -2.566], [3.240, -2.936, -3.529], [2.973, -4.294, -3.512], [2.158, -4.820, -2.525], [1.613, -3.992, -1.560], [-0.820, 2.118, 1.694], [-2.070, 2.353, 1.147], [-5.727, 4.088, -2.141], [-4.311, 4.947, -1.536], [-4.254, 4.152, -3.109], [-3.057, 2.786, -1.410], [-4.471, 1.927, -2.015], [-4.419, 3.530, 0.592], [-5.787, 2.597, -0.045], [-3.448, -0.686, 1.601], [-1.216, -1.120, 2.567], [0.826, -0.386, 3.104], [3.854, 1.207, 3.570], [2.809, -0.159, 4.030], [4.105, 0.321, 1.301], [4.497, -0.970, 2.457], [2.820, -0.306, -0.315], [0.768, -2.340, 0.240], [-0.527, -1.282, -1.611], [-0.148, -0.103, -0.351], [0.767, -0.110, -1.865], [2.907, -1.050, -2.594], [3.877, -2.519, -4.296], [3.401, -4.940, -4.265], [1.948, -5.879, -2.505], [0.983, -4.406, -0.787], [-0.087, 2.907, 1.714], [-2.279, 3.338, 0.760]]}



{"formula": "C4H37N2O15", "method": "ωB97M-V/def2-TZVPD", "lumo_energy_ev": 2.495, "molar_mass_g_mol": 353.3, "relative_energy_kcal_mol": 55.2, "charge": -1, "homo_ev": -6.30, "total_energy_ev": -38443.6426, "homo_lumo_gap_ev": 8.79, "elements": ["C", "N", "C", "O", "C", "C", "O", "N", "H", "H", "H", "H", "H", "H", "H", "H", "H", "H", "H", "H", "H", "O", "H", "H", "O", "H", "H", "O", "H", "H", "O", "H", "H", "O", "H", "H", "O", "H", "H", "O", "H", "H", "O", "H", "H", "O", "H", "H", "O", "H", "H", "O", "H", "H", "O", "H", "H", "O"], "coordinates": [[-0.325, -1.140, 0.461], [0.031, -0.183, -0.628], [-1.050, 0.165, -1.557], [-2.127, 0.730, -0.868], [0.611, -0.824, 1.635], [2.055, -1.207, 1.309], [2.479, -2.415, 1.988], [0.146, -1.466, 2.838], [-0.255, -2.180, 0.151], [-1.331, -0.839, 0.751], [0.308, 0.696, -0.205], [-0.633, 0.947, -2.224], [-1.370, -0.620, -2.254], [0.656, 0.248, 1.837], [2.737, -0.398, 1.583], [2.350, -1.407, 0.288], [2.988, -2.195, 2.771], [-0.847, -1.647, 2.855], [0.590, -2.302, 3.179], [-4.080, 1.266, 1.327], [-2.586, 0.964, 0.843], [-3.198, 1.032, 1.617], [-1.475, 2.547, 0.368], [-1.355, 2.212, 1.860], [-0.978, 2.773, 1.172], [1.193, -4.441, -0.030], [1.036, -4.461, 1.525], [0.670, -4.787, 0.698], [0.615, 3.603, 1.978], [1.125, 3.566, 3.387], [0.765, 4.188, 2.745], [-3.017, -0.886, 2.791], [-3.335, -1.473, 1.492], [-3.273, -1.742, 2.419], [-3.303, -0.967, -1.303], [-3.488, -1.022, -2.740], [-3.637, -1.576, -1.965], [1.200, 3.361, -1.249], [0.950, 2.474, -2.520], [1.603, 2.708, -1.858], [3.271, 1.941, -0.977], [2.492, 0.904, -0.161], [3.379, 1.157, -0.424], [-2.204, 2.105, -1.388], [-3.118, 3.407, -1.466], [-2.189, 3.153, -1.492], [2.901, -2.811, -0.337], [2.859, -3.170, -1.826], [3.449, -3.120, -1.067], [-0.129, -2.350, -2.311], [0.860, -3.018, -3.122], [0.110, -3.260, -2.555], [1.809, -0.046, -3.001], [2.585, -0.808, -1.933], [2.479, -0.728, -2.888], [-0.780, 4.100, -1.057], [-0.193, 4.612, 0.242], [-0.029, 4.630, -0.707]]}



{"formula": "C9H14O", "method": "ωB97M-V/def2-TZVPD", "lumo_energy_ev": 0.849, "molar_mass_g_mol": 138.2, "relative_energy_kcal_mol": 9.0, "homo_ev": -8.39, "total_energy_ev": -11607.2449, "homo_lumo_gap_ev": 9.24, "smiles": "Cc1ccc(O)cc1.CC", "elements": ["C", "C", "C", "C", "C", "O", "C", "C", "H", "H", "H", "H", "H", "H", "H", "H", "C", "C", "H", "H", "H", "H", "H", "H"], "coordinates": [[-2.548, -0.103, 0.692], [-1.102, 0.116, 1.071], [-0.194, -0.928, 1.114], [1.155, -0.651, 1.353], [1.601, 0.648, 1.406], [2.905, 0.829, 1.746], [0.712, 1.714, 1.260], [-0.620, 1.431, 1.056], [-2.675, 0.154, -0.362], [-3.253, 0.440, 1.316], [-2.820, -1.162, 0.754], [-0.530, -1.958, 1.115], [1.813, -1.505, 1.485], [3.177, 1.756, 1.742], [1.150, 2.707, 1.177], [-1.383, 2.191, 1.003], [0.170, -1.440, -2.093], [0.435, 0.047, -2.344], [-0.083, -1.680, -1.067], [-0.551, -1.854, -2.810], [1.056, -1.999, -2.388], [1.107, 0.094, -3.197], [0.931, 0.504, -1.482], [-0.452, 0.649, -2.547]]}